Here is C4H7F in the gas phase at a distorted geometry from the OMol25 dataset. Energies are from ωB97M-V/def2-TZVPD.

The value obtained for the HOMO energy is -9.9 eV. The LUMO energy comes out at 1.10 eV. For the total energy, the calculation gives -256.4158 a.u. For the relative energy (zero: lowest compared OMol25 entry of this formula, charge and spin), the calculation gives 73.55 kJ/mol.

Atoms and positions in Å:
1 C -1.925 0.710 -0.106
2 C -0.664 0.648 0.271
3 C 0.276 -0.539 0.380
4 C 1.572 -0.471 -0.283
5 F 2.258 0.734 0.007
6 H -2.554 1.568 -0.286
7 H -2.588 -0.116 -0.510
8 H -0.114 1.607 0.457
9 H 0.406 -0.750 1.468
10 H -0.244 -1.373 0.021
11 H 1.336 -0.740 -1.378
12 H 2.241 -1.277 -0.042